This record from the Open Molecules 2025 dataset describes a 3-piece molecular cluster, C22H28FN3O4Si overall at a distorted geometry. The level of theory is wB97M-V/def2-TZVPD.

The geometry in ORCA input format:
```
! RIJCOSX wB97M-V def2-TZVPD def2/J DEFGRID3
* xyz 0 1
C -4.62 -4.38 -0.30
C -4.15 -2.90 -0.03
O -2.73 -2.96 0.21
C -2.15 -1.69 -0.12
C -0.80 -1.53 0.66
O -0.60 -0.13 0.93
C 0.48 0.44 0.18
Si 1.20 1.82 1.30
F 1.97 2.95 0.34
C -0.32 2.62 2.17
C -1.38 2.96 1.07
O -2.40 2.35 0.98
O -1.12 3.98 0.12
C 2.32 1.03 2.60
C 3.79 0.94 2.45
C 4.50 0.35 3.56
N 4.04 -0.14 4.73
C 2.70 -0.11 4.88
C 1.85 0.46 3.87
H -5.67 -4.42 -0.69
H -3.89 -4.82 -1.02
H -4.54 -4.91 0.69
H -4.67 -2.45 0.86
H -4.34 -2.28 -0.96
H -2.04 -1.63 -1.23
H -2.84 -0.85 0.19
H -0.93 -2.04 1.65
H 0.07 -2.00 0.14
H 1.32 -0.26 -0.03
H 0.09 0.95 -0.74
H -0.74 1.86 2.87
H -0.05 3.56 2.71
H -1.06 3.50 -0.73
H 4.31 1.31 1.55
H 5.61 0.31 3.44
H 2.23 -0.50 5.81
H 0.75 0.48 4.06
C 8.81 1.80 -0.27
C 8.32 0.56 -0.66
C 6.96 0.33 -0.54
N 6.09 1.23 -0.07
C 6.58 2.41 0.30
C 7.93 2.74 0.22
H 9.86 2.02 -0.35
H 8.98 -0.21 -1.05
H 6.53 -0.62 -0.84
H 5.85 3.12 0.69
H 8.27 3.72 0.54
C -6.89 -0.42 -5.20
C -7.44 -1.50 -4.52
C -6.82 -1.92 -3.36
N -5.73 -1.35 -2.84
C -5.22 -0.32 -3.51
C -5.76 0.19 -4.68
H -7.34 -0.06 -6.12
H -8.32 -2.00 -4.90
H -7.22 -2.76 -2.79
H -4.33 0.13 -3.07
H -5.30 1.03 -5.18
*
```

The value obtained for the energy above the lowest of the compared OMol25 structures with the same formula, charge and spin is 26.3 kcal per mole. Its largest force on an atom is 3.7 eV/A. As for the structure (SMILES): CCOCCOC[Si@@](F)(CC(=O)O)c1ccncc1.c1ccncc1.c1ccncc1.